Formula: H16O8Xe
Source: the OMol25 dataset
Level of theory: ωB97M-V with the def2-TZVPD basis set

## Properties
Strongest force on any atom   0.82 eV/A
E_HOMO   -10.288 eV
Frontier orbital gap   0.373 hartree

Each line ends with the natural charge from an NBO analysis.
CARTESIAN COORDINATES (ANGSTROEM)
H  3.700  -6.734  11.229  0.50
H  8.310  -8.820  11.352  0.49
H  2.757  -7.193  10.136  0.47
O  8.890  -9.387  11.861  -0.96
H  4.250  -6.284  13.665  0.49
H  8.528  -9.366  12.748  0.47
O  10.052  -6.861  14.294  -0.93
H  4.842  -7.202  7.672  0.48
H  7.064  -7.803  9.226  0.50
O  5.488  -7.113  8.373  -0.98
H  7.064  -4.440  15.833  0.49
Xe  7.011  -5.784  12.239  0.00
H  6.447  -7.056  15.912  0.49
H  7.781  -9.136  9.260  0.47
H  9.718  -5.987  14.497  0.46
O  3.876  -6.850  12.990  -0.96
H  6.103  -8.264  16.758  0.46
O  6.261  -7.993  15.853  -0.96
O  3.531  -6.651  10.290  -0.98
O  7.868  -8.222  9.534  -0.97
H  4.993  -6.761  9.112  0.50
H  3.847  -7.718  13.393  0.49
H  5.694  -4.950  16.226  0.48
O  6.592  -5.239  16.067  -0.95
H  10.825  -6.702  13.751  0.47

Forces on atoms 1 to 2 (eV/Å):
0.192 0.088 0.766
-0.149 0.397 -0.537


Formula: C6H16N
Source: the OMol25 dataset
Level of theory: ωB97M-V with the def2-TZVPD basis set

## Properties
Strongest force on any atom   3.56 eV/A
Spin multiplicity   2
E_HOMO (alpha / beta)   -21.099 / -20.974 eV
Expectation value of S²   0.7530
Frontier orbital gap (alpha / beta)   0.460 / 0.224 hartree
Net charge   +2

Each line ends with the natural charge from an NBO analysis.
CARTESIAN COORDINATES (ANGSTROEM)
H  -0.555  1.196  -1.710  0.22
C  -2.476  -1.459  -0.824  -0.44
H  -0.588  -0.936  1.690  0.23
H  1.195  0.324  -0.701  0.29
H  -3.162  -1.353  -1.661  0.26
C  1.160  0.871  0.258  -0.35
H  -0.681  -0.468  -0.234  0.43
H  -2.007  -2.439  -0.848  0.26
C  0.448  -1.283  1.529  -0.61
C  -1.381  0.506  -1.805  0.14
H  0.130  1.301  0.356  0.24
H  -2.989  -1.306  0.110  0.26
H  2.157  2.613  1.167  0.30
H  2.468  -0.548  1.266  0.29
H  3.214  1.624  0.131  0.26
H  -2.170  0.572  -2.562  0.26
C  2.186  2.018  0.239  -0.58
C  1.450  -0.127  1.398  -0.33
H  0.721  -1.931  2.381  0.35
H  0.450  -1.927  0.618  0.25
H  2.003  2.743  -0.586  0.34
N  -1.432  -0.438  -0.935  -0.40
H  1.508  0.442  2.363  0.33

Forces on atoms 1 to 2 (eV/Å):
-0.142 0.230 -0.442
0.070 -0.066 -0.460


Formula: C2H3NO2
Source: the OMol25 dataset
Level of theory: ωB97M-V with the def2-TZVPD basis set

## Properties
Strongest force on any atom   6.42 eV/A
E_HOMO (alpha / beta)   -9.502 / -9.500 eV
Frontier orbital gap (alpha / beta)   0.319 / 0.319 hartree

Each line ends with the natural charge from an NBO analysis.
CARTESIAN COORDINATES (ANGSTROEM)
O  -0.475  -1.872  0.337  -0.48
O  1.447  0.967  0.190  -0.49
C  -0.650  0.809  -0.657  -0.13
C  0.282  -1.014  0.539  0.59
H  -1.469  0.120  -1.091  0.20
H  1.294  -1.105  1.634  0.11
N  0.399  0.287  -0.035  -0.02
H  -0.827  1.807  -0.918  0.21

Forces on atoms 1 to 2 (eV/Å):
-0.986 -0.425 -0.944
-0.075 -0.722 0.540


Formula: C3H10N2O3
Source: the OMol25 dataset
Level of theory: ωB97M-V with the def2-TZVPD basis set

## Properties
Strongest force on any atom   6.85 eV/A
E_HOMO   -8.955 eV
Frontier orbital gap   0.135 hartree

Each line ends with the natural charge from an NBO analysis.
CARTESIAN COORDINATES (ANGSTROEM)
H  0.831  1.271  -0.110  0.28
H  -1.418  0.153  -1.279  0.37
H  0.553  -0.501  -1.687  0.48
C  -0.010  0.657  0.141  -0.32
N  0.046  -1.914  -0.417  -0.40
H  -0.239  0.981  1.205  0.33
O  2.205  0.385  1.573  -0.85
C  0.478  -0.792  0.415  -0.28
H  2.871  0.701  2.215  0.44
O  -2.371  1.576  1.402  -0.85
O  0.021  -0.773  -2.665  -0.54
H  -1.959  1.214  -0.085  0.44
H  -3.030  1.981  1.986  0.45
H  0.181  -1.009  1.475  0.25
C  0.452  -1.706  -1.664  0.28
H  1.039  -2.469  -2.160  0.18
N  -1.153  0.945  -0.744  -0.52
H  1.504  -0.700  0.397  0.26

Forces on atoms 1 to 2 (eV/Å):
0.818 0.433 -0.312
-0.174 -0.818 -0.989


Formula: C5H11NO
Source: the OMol25 dataset
Level of theory: ωB97M-V with the def2-TZVPD basis set

## Properties
SMILES string   C=C(C)[C@@H](C)NO
Strongest force on any atom   5.41 eV/A
E_HOMO   -8.595 eV
Frontier orbital gap   0.353 hartree

Each line ends with the natural charge from an NBO analysis.
CARTESIAN COORDINATES (ANGSTROEM)
C  -1.882  -1.070  -0.319  -0.65
H  -1.433  1.720  0.656  0.22
H  2.719  1.437  0.526  0.47
H  0.075  1.341  1.524  0.22
O  2.519  0.542  0.224  -0.61
C  -0.221  -0.816  -0.065  0.03
C  0.533  -1.704  0.539  -0.42
H  0.150  -2.672  0.824  0.20
H  1.572  -1.490  0.743  0.23
C  -0.356  1.608  0.561  -0.62
C  -0.022  0.556  -0.484  -0.10
H  -0.469  0.777  -1.456  0.21
H  -2.211  -1.799  0.416  0.21
N  1.604  0.727  -0.870  -0.36
H  -2.534  -0.204  -0.237  0.21
H  -1.954  -1.474  -1.327  0.21
H  0.066  2.562  0.249  0.22
H  1.844  -0.037  -1.502  0.34

Forces on atoms 1 to 2 (eV/Å):
2.749 -0.805 0.541
-0.041 -0.008 0.130


Formula: C4H13NO3
Source: the OMol25 dataset
Level of theory: ωB97M-V with the def2-TZVPD basis set

## Properties
SMILES string   CCN(C)C=O.O.O
Strongest force on any atom   2.03 eV/A
E_HOMO   -9.185 eV
Frontier orbital gap   0.353 hartree

Each line ends with the natural charge from an NBO analysis.
CARTESIAN COORDINATES (ANGSTROEM)
H  -1.322  0.804  -0.948  0.25
H  2.028  -2.449  1.806  0.22
C  0.956  -1.223  0.433  -0.20
H  -1.188  3.155  1.075  0.47
O  -0.035  2.309  -3.159  -0.94
H  0.371  0.277  -1.531  0.16
H  1.558  -1.487  -0.469  0.18
O  -0.261  3.031  0.842  -0.93
N  -0.353  -0.732  0.136  -0.44
H  -0.117  3.045  -2.567  0.47
O  -2.546  -1.006  -0.342  -0.61
C  0.994  -2.364  1.445  -0.63
H  0.275  -2.293  2.252  0.22
H  0.192  1.282  -0.152  0.23
H  0.057  2.903  1.738  0.47
H  0.847  -3.340  0.944  0.21
H  -1.499  -2.209  0.968  0.12
H  0.386  1.562  -2.722  0.47
C  -1.552  -1.398  0.225  0.53
C  -0.329  0.467  -0.706  -0.43
H  1.541  -0.334  0.733  0.19

Forces on atoms 1 to 2 (eV/Å):
-0.080 -0.187 -0.480
-0.369 0.187 0.320